Computed, not measured: 11 unconnected molecules or ions with the total composition C32H92N10O11, with ωB97M-V/def2-TZVPD.

Atoms and positions in Å:
C -1.2863 5.4510 9.2368
C -1.7112 5.7644 7.8497
O -2.9441 6.4795 7.6722
H -0.2607 5.1034 9.3614
H -1.9399 4.7062 9.6907
H -1.2778 6.4392 9.6968
H -1.6579 4.8201 7.3077
H -0.9832 6.4428 7.4047
H -3.0600 6.6587 6.7362
C 2.0567 -4.5958 3.7862
C 3.1974 -5.6372 3.9794
O 4.2918 -5.1607 4.7002
H 2.4681 -3.5937 3.6648
H 1.4729 -4.5273 4.7041
H 1.3402 -4.7522 2.9798
H 3.5625 -5.8453 2.9737
H 2.8586 -6.6088 4.3390
H 4.0964 -5.0112 5.6281
C -2.0114 7.9232 -2.0329
C -1.1913 9.1332 -1.6774
O -1.6761 10.2341 -2.4126
H -1.6373 6.9775 -1.6408
H -1.9092 7.7331 -3.1014
H -3.0456 7.8949 -1.6897
H -0.1462 9.0104 -1.9615
H -1.1475 9.4805 -0.6451
H -1.3569 10.1306 -3.3121
C 2.8630 5.4226 -3.2551
O 2.7911 5.8678 -4.4222
N 2.1694 4.4553 -2.8169
N 3.7193 5.8976 -2.3942
H 2.1771 4.1679 -1.8487
H 1.5175 4.1431 -3.5224
H 4.2719 6.6732 -2.7305
H 3.6217 5.6700 -1.4150
C 6.2760 -0.9511 0.4378
O 6.0135 -0.1637 1.3539
N 5.7945 -2.1569 0.3584
N 6.8386 -0.7128 -0.7270
H 5.3318 -2.5873 1.1463
H 6.2078 -2.6665 -0.4094
H 6.9191 -1.5144 -1.3361
H 7.1067 0.2541 -0.8423
C 2.4513 -4.4982 -9.1084
C 1.6853 -4.7777 -7.7748
C 0.9334 -3.5316 -7.2545
O 1.8069 -2.4009 -6.9242
C 3.0046 -2.6509 -6.0664
N 0.7585 -5.8432 -8.0913
H 1.6492 -4.2584 -9.8065
H 3.1060 -5.3025 -9.4440
H 3.1089 -3.6502 -8.9177
H 2.3513 -5.1244 -6.9846
H 0.4215 -3.8174 -6.3356
H 0.1716 -3.0612 -7.8762
H 2.8032 -3.3322 -5.2397
H 3.3233 -1.7120 -5.6137
H 3.8791 -3.0561 -6.5754
H 0.0651 -5.9272 -7.3618
H 0.2469 -5.5258 -8.9022
C -8.0668 2.6793 -8.0042
C -6.8391 2.1767 -7.2748
C -5.7554 3.3059 -6.9154
O -4.7891 2.8709 -6.0109
C -3.5735 2.4662 -6.6742
N -7.3367 1.5187 -6.1062
H -7.7319 3.1670 -8.9196
H -8.6121 3.5213 -7.5778
H -8.7218 1.8487 -8.2672
H -6.3737 1.3992 -7.8807
H -6.3966 4.0148 -6.3915
H -5.4182 3.8924 -7.7700
H -3.1483 3.3185 -7.2041
H -3.9368 1.7624 -7.4231
H -2.8787 2.0501 -5.9447
H -7.8760 0.7091 -6.3779
H -6.5885 1.1639 -5.5280
C 0.1463 -8.2595 -1.8208
C 1.0485 -8.3044 -0.4917
C 0.3861 -9.1676 0.6085
O -0.7334 -8.5358 0.9531
C -1.3889 -9.2106 2.0747
N 2.3059 -8.8357 -0.8318
H -0.8385 -7.8822 -1.5453
H -0.0365 -9.2903 -2.1242
H 0.6141 -7.7589 -2.6686
H 1.1247 -7.3029 -0.0685
H 1.0421 -9.3863 1.4511
H -0.0230 -10.0781 0.1707
H -1.3767 -10.2871 1.9040
H -2.4047 -8.8604 2.2578
H -1.0587 -8.9323 3.0756
H 2.0409 -9.7497 -1.1703
H 2.7502 -9.1477 0.0198
C -0.9915 2.2470 1.3094
C 0.1417 1.2983 1.2359
C 0.1823 0.2454 0.0788
O -0.7725 -0.8118 0.2510
C -0.8789 -1.7411 -0.8074
N 1.3885 2.0341 1.1287
H -1.8155 1.6948 1.7614
H -1.2845 2.4072 0.2718
H -0.7256 3.1408 1.8738
H 0.0983 0.7531 2.1787
H 1.1821 -0.1440 -0.1129
H -0.0975 0.7870 -0.8248
H -1.0393 -1.2123 -1.7470
H -1.8166 -2.2822 -0.6806
H -0.0483 -2.4445 -0.8644
H 2.1607 1.4158 1.3326
H 1.4058 2.6677 1.9150
C -5.6184 -2.0065 4.8425
C -4.3929 -2.5259 4.1635
C -4.0947 -4.0237 4.5070
O -4.0719 -4.2236 5.9474
C -2.9529 -3.7982 6.6658
N -4.5961 -2.2428 2.7968
H -5.7494 -0.9246 4.8231
H -5.6211 -2.1753 5.9194
H -6.5327 -2.5001 4.5132
H -3.5023 -1.9581 4.4327
H -3.1256 -4.2369 4.0558
H -4.8759 -4.7058 4.1714
H -2.5331 -2.8357 6.3734
H -2.1805 -4.5270 6.4199
H -3.0055 -3.9458 7.7445
H -3.7344 -2.4118 2.2978
H -4.8272 -1.2634 2.7104
C 4.3696 5.0846 6.6297
C 5.0484 5.1900 5.2670
C 4.4377 6.3721 4.4833
O 3.0639 6.1631 4.2500
C 2.4433 7.3016 3.6891
N 6.4489 5.4399 5.5073
H 4.7715 4.3697 7.3478
H 3.4572 4.5492 6.3668
H 4.1229 6.0655 7.0361
H 4.9929 4.3468 4.5785
H 5.0285 6.3816 3.5673
H 4.6092 7.2649 5.0845
H 1.4604 7.0648 3.2816
H 3.1508 7.8476 3.0650
H 2.3070 7.9942 4.5196
H 6.9625 5.4154 4.6380
H 6.6095 4.5431 5.9432

Atoms 1-2, force components in eV/Å:
-0.5 1.0 0.9
1.0 0.1 -2.0

total energy: -72091.42350 eV
LUMO: -0.0589 eV
SMILES: COC[C@H](C)N.COC[C@H](C)N.COC[C@H](C)N.COC[C@H](C)N.COC[C@H](C)N.COC[C@H](C)N.NC(N)=O.NC(N)=O.CCO.CCO.CCO
HOMO-LUMO gap: 8.86 eV
charge: 0

---

Computed, not measured: 14 unconnected molecules or ions with the total composition C32H92O14, with ωB97M-V/def2-TZVPD.

Atoms and positions in Å:
C -12.2584 14.5007 -7.4969
C -13.4767 15.0416 -8.2153
O -14.5863 14.7509 -7.3801
H -12.4302 13.4933 -7.1179
H -12.0223 15.0613 -6.5923
H -11.3375 14.4249 -8.0750
H -13.4802 14.5378 -9.1819
H -13.5199 16.1198 -8.3689
H -14.3449 15.1314 -6.5324
C -13.6980 19.4917 -3.3162
C -14.8821 18.6681 -2.7862
O -14.5885 17.3281 -2.8432
H -13.5098 19.2858 -4.3699
H -12.8110 19.3261 -2.7046
H -13.8566 20.5698 -3.2953
H -15.7986 18.9689 -3.2938
H -15.1592 18.9082 -1.7597
H -14.4975 16.9823 -1.9522
C -17.3906 13.7539 1.3358
C -16.3189 14.0045 2.3994
O -15.1577 14.4442 1.7944
H -17.9799 14.6118 1.0117
H -18.1550 13.1247 1.7918
H -17.0814 13.2473 0.4216
H -16.1894 13.0486 2.9067
H -16.6807 14.7733 3.0822
H -14.4742 14.3774 2.4652
C -4.1370 11.8789 3.4877
C -4.9540 10.8477 2.7447
O -6.2394 10.9497 3.2066
H -4.1919 11.7855 4.5723
H -4.5266 12.8860 3.3390
H -3.0932 11.8819 3.1737
H -4.5594 9.8760 3.0418
H -4.9596 10.9035 1.6562
H -6.8016 10.4365 2.6216
C -5.3396 14.3800 -3.5310
C -6.3089 15.2125 -2.6016
O -5.5391 16.3109 -2.0899
H -5.0302 14.8356 -4.4716
H -5.8670 13.4542 -3.7609
H -4.4867 14.1383 -2.8967
H -6.8100 14.6059 -1.8473
H -7.1258 15.6697 -3.1601
H -6.1313 16.9533 -1.6921
C -21.2240 7.0079 6.3425
C -20.0878 7.8611 5.7948
O -19.8100 7.4387 4.4755
H -20.8957 5.9726 6.4344
H -22.0438 7.0831 5.6281
H -21.6258 7.2791 7.3188
H -19.2082 7.8850 6.4382
H -20.3620 8.9110 5.6919
H -20.5559 7.7865 3.9812
C -11.7962 14.0270 8.3926
C -10.5827 13.4676 7.6807
O -10.8599 13.4486 6.2866
H -11.6851 14.1630 9.4683
H -12.7033 13.4534 8.2022
H -11.9615 15.0540 8.0669
H -10.4836 12.4582 8.0801
H -9.6622 13.9985 7.9231
H -10.1467 12.9904 5.8360
C -15.3946 2.5589 -4.9571
C -14.4977 1.9010 -5.9577
O -13.2411 1.7898 -5.3188
H -16.3877 2.6308 -5.4006
H -15.1377 3.5595 -4.6092
H -15.4490 1.9383 -4.0627
H -14.4087 2.4950 -6.8673
H -14.9143 0.9258 -6.2098
H -12.5696 1.5104 -5.9454
C -10.5003 7.1440 -7.4238
C -10.4851 6.9091 -8.9214
O -10.6617 8.1406 -9.5381
H -9.6158 7.6517 -7.0393
H -10.4903 6.1968 -6.8845
H -11.3166 7.8083 -7.1403
H -11.2819 6.2225 -9.2074
H -9.5532 6.3781 -9.1154
H -11.5916 8.3601 -9.4454
C -10.5783 5.9099 6.9246
C -11.8595 6.3066 7.5779
O -12.7482 5.2145 7.6727
H -9.8968 6.7373 6.7272
H -10.7706 5.3307 6.0214
H -10.0768 5.3276 7.6976
H -12.3469 7.0814 6.9861
H -11.6011 6.7021 8.5602
H -13.1661 5.0333 6.8277
C -15.6416 0.5512 2.8994
C -16.4920 1.7974 2.5033
C -17.7851 1.4862 1.8921
O -16.6801 2.6437 3.5737
H -16.2108 -0.0973 3.5654
H -14.6796 0.8478 3.3173
H -15.3444 0.0096 2.0013
H -15.8701 2.3097 1.7692
H -17.7053 1.0247 0.9078
H -18.2989 2.4324 1.7220
H -18.3546 0.8793 2.5959
H -17.2935 3.3531 3.3684
C -22.6299 10.2792 -2.5396
C -22.3352 9.0478 -1.7080
C -20.9133 8.4222 -1.9756
O -22.4541 9.4064 -0.3541
H -22.8836 9.9562 -3.5492
H -21.7573 10.9214 -2.6589
H -23.4346 10.9513 -2.2418
H -23.0962 8.3066 -1.9525
H -21.0046 7.4127 -1.5747
H -20.0409 8.9621 -1.6076
H -20.8458 8.3210 -3.0588
H -23.3258 9.7576 -0.1580
C -12.8693 8.8934 0.9693
C -11.9548 8.7650 -0.1992
C -11.7854 10.0738 -0.9800
O -10.7421 8.2915 0.3468
H -13.0632 7.9527 1.4847
H -13.8639 9.1535 0.6071
H -12.5284 9.6064 1.7200
H -12.2938 8.0190 -0.9180
H -11.6461 10.9083 -0.2928
H -12.7115 10.2003 -1.5408
H -10.9945 10.0991 -1.7296
H -10.8102 7.3339 0.3528
C -7.4476 1.8860 -2.1015
C -8.4178 1.4650 -0.9790
C -7.6109 1.4965 0.3480
O -9.4418 2.4020 -0.8680
H -7.7343 1.3742 -3.0201
H -6.4449 1.4944 -1.9302
H -7.4056 2.9452 -2.3555
H -8.7768 0.4474 -1.1327
H -7.3365 2.4646 0.7670
H -6.6904 0.9205 0.2532
H -8.1703 1.0449 1.1672
H -9.9217 2.3948 -1.6995

Atoms 1-2, force components in eV/Å:
1.0 0.1 0.5
0.6 -0.2 0.6

total energy: -63334.60267 eV
LUMO: 0.1695 eV
HOMO-LUMO gap: 10.16 eV
charge: 0

---

Computed, not measured: 14 unconnected molecules or ions with the total composition C32H92O14, with ωB97M-V/def2-TZVPD.

Atoms and positions in Å:
C 0.8539 -1.3070 -5.4826
O 1.1123 -1.3907 -4.1189
H 0.6035 -0.3000 -5.8162
H 1.6779 -1.7237 -6.0618
H -0.0175 -1.9487 -5.6127
H 1.5757 -2.1959 -3.8770
C 2.2713 -4.2155 1.4196
O 1.8139 -4.4618 2.7906
H 2.4570 -3.2197 1.0169
H 3.3057 -4.5532 1.3555
H 1.7687 -4.7683 0.6260
H 2.4795 -4.2574 3.4515
C 2.5771 2.7662 -5.0261
O 3.0535 2.1409 -6.2325
H 1.4888 2.7541 -5.0871
H 2.9004 2.0318 -4.2885
H 3.0029 3.7320 -4.7541
H 4.0046 2.0158 -6.1966
C 0.0259 0.1497 -0.2371
O -0.3735 -0.9282 -1.1288
H -0.0190 1.0715 -0.8171
H -0.6307 0.2194 0.6302
H 1.0444 0.1293 0.1508
H 0.2585 -0.9824 -1.8494
C 0.1409 -4.1455 -2.9099
O 1.4575 -4.4103 -2.8283
H -0.0558 -3.9554 -3.9650
H -0.5154 -4.9431 -2.5617
H -0.1283 -3.2841 -2.2987
H 1.6164 -5.1916 -3.3630
C 4.5592 -2.4126 3.2211
C 4.3531 -2.7819 4.6978
C 3.5329 -1.6967 5.4185
O 3.6921 -3.9899 4.6658
H 5.0594 -1.4442 3.2086
H 3.5838 -2.2402 2.7663
H 5.1847 -3.1439 2.7091
H 5.3147 -2.8560 5.2057
H 2.5156 -1.7540 5.0312
H 3.9400 -0.6888 5.3374
H 3.3971 -1.7855 6.4963
H 3.0752 -4.0249 5.4006
C -5.5644 -3.0266 3.8777
C -4.7594 -1.7892 3.4866
C -3.3954 -1.6901 4.2583
O -4.6471 -1.4841 2.1546
H -5.1445 -3.9744 3.5410
H -6.5737 -2.9900 3.4679
H -5.6234 -3.0586 4.9657
H -5.4116 -1.0337 3.9247
H -3.4724 -1.4411 5.3166
H -2.8362 -0.8535 3.8391
H -2.8345 -2.6241 4.2892
H -4.1079 -2.1711 1.7561
C -2.6873 2.8167 2.2263
C -3.8290 3.8189 2.1524
C -3.4740 5.2040 2.6839
O -4.2842 3.9585 0.8148
H -2.0200 3.1131 1.4169
H -3.0892 1.8490 1.9261
H -2.2088 2.8880 3.2030
H -4.5957 3.3759 2.7881
H -3.4576 5.2160 3.7737
H -4.0445 6.0086 2.2201
H -2.4874 5.5635 2.3915
H -4.0619 3.1517 0.3445
C -5.2230 0.6167 -2.1783
C -3.8071 1.0963 -1.8522
C -3.4652 2.4754 -2.5268
O -3.8084 1.3855 -0.4499
H -5.4942 -0.3064 -1.6660
H -5.4138 0.2383 -3.1825
H -5.9762 1.3554 -1.9044
H -2.9975 0.3666 -1.8406
H -2.4881 2.8300 -2.1987
H -4.1268 3.3136 -2.3084
H -3.3784 2.3540 -3.6066
H -3.9378 0.5398 -0.0143
C -2.8697 -1.2708 -5.0303
C -3.6469 -2.5254 -4.9293
C -4.9351 -2.7342 -5.7615
O -2.7842 -3.6603 -5.3355
H -2.3233 -1.1425 -4.0959
H -3.4927 -0.3769 -5.0012
H -2.2233 -1.1618 -5.9011
H -3.9432 -2.6615 -3.8892
H -4.9101 -2.3404 -6.7776
H -5.8247 -2.3304 -5.2782
H -5.1856 -3.7873 -5.8892
H -3.2682 -4.4852 -5.2525
C 4.9924 -1.2882 -0.0140
C 5.8100 -1.5373 -1.2500
C 6.0901 -0.2810 -2.0728
O 6.8668 -2.1689 -0.7057
H 5.3709 -0.8520 0.9104
H 4.6882 -2.2874 0.2977
H 3.9762 -0.9003 -0.0844
H 5.2474 -2.1793 -1.9279
H 6.7657 0.4905 -1.7033
H 5.1584 0.1011 -2.4900
H 6.5356 -0.5636 -3.0266
H 6.7212 -3.1090 -0.5773
C 4.5778 1.5658 3.3706
C 5.4666 2.7907 2.9622
C 5.0186 4.0916 3.5968
O 6.7757 2.4696 3.3799
H 3.6636 1.4467 2.7891
H 4.5111 1.4082 4.4471
H 5.1309 0.6730 3.0789
H 5.4977 2.8417 1.8739
H 4.0094 4.4363 3.3715
H 5.7151 4.8908 3.3432
H 5.0101 3.9043 4.6705
H 7.4097 2.4023 2.6621
C -0.2380 8.7602 1.1404
C 0.4739 7.7861 0.2635
C 0.1995 6.3540 0.6978
O 0.1112 8.0703 -1.0007
H -1.2776 8.4710 1.2949
H -0.1874 9.7324 0.6501
H 0.1320 8.7582 2.1656
H 1.5577 7.9002 0.2852
H 0.8537 5.6937 0.1286
H -0.8250 6.0116 0.5515
H 0.4862 6.1614 1.7316
H -0.7508 7.7188 -1.2353
C -2.0261 -4.5766 1.1370
C -2.0877 -3.4181 0.1025
C -3.3159 -3.6256 -0.8372
O -1.9980 -2.1379 0.7414
H -2.8241 -4.5300 1.8781
H -1.0356 -4.4198 1.5641
H -2.0353 -5.5533 0.6533
H -1.2576 -3.4782 -0.6013
H -3.6879 -2.7049 -1.2868
H -4.1194 -4.1423 -0.3124
H -3.0811 -4.2901 -1.6686
H -1.9001 -1.5124 0.0197

Atoms 1-2, force components in eV/Å:
-0.6 -1.3 -0.6
0.6 1.1 1.8

total energy: -63334.63024 eV
LUMO: 0.1889 eV
HOMO-LUMO gap: 9.72 eV
charge: 0